Formula: C22H29N2ORuS5SbSi2
Source: the OMol25 dataset
Level of theory: wB97M-V/def2-TZVPD

Positions of all 63 atoms, in Å:
H 0.3425 3.5516 -3.3793
H 4.1542 -0.7434 3.1273
C -0.7967 -3.4123 2.4412
C 3.1448 -0.1156 1.3538
N 0.8272 0.3004 1.5350
C 2.4928 -3.0282 -0.9115
C 0.8805 -0.0203 2.8461
H 2.0446 -0.6360 4.5069
Sb -3.2337 0.2736 -3.2652
H -0.2169 -3.6979 3.3133
S -4.5750 1.8852 -4.1451
H 3.0731 -3.7561 -1.4875
C 1.9437 0.2842 0.7412
H -3.0166 3.5669 -0.9711
C 0.0197 -4.3885 -1.9784
H 0.8865 -2.5125 1.4616
Si 0.8129 -2.6961 -1.7319
H 2.3718 -3.4265 0.0978
O -0.3399 0.6283 1.0554
H 1.8300 -2.7169 -3.9606
H 1.6506 -1.0438 -3.4043
H 0.7675 4.6808 -2.0794
C -2.8657 -3.3153 1.2457
C -2.1523 -3.6998 2.3779
Ru -0.7656 0.3644 -1.1888
C -2.2404 -2.6584 0.1995
H 1.6551 3.1577 -2.2549
H -0.9503 -4.2582 -2.4658
C -0.9439 3.8870 2.8080
C -0.8708 -2.3544 0.2472
H -2.2466 3.2380 1.2425
C -2.2136 3.7553 -1.6823
S -3.0834 0.5464 -0.8444
Si -0.6387 2.8512 -1.2285
C 0.3601 4.1928 3.1768
C 2.0504 -0.3875 3.4553
H -2.0002 4.8299 -1.7012
C 1.3713 4.1162 2.2300
S -3.6424 -1.8967 -3.7792
H -3.9253 -3.5334 1.1714
C 3.2121 -0.4436 2.6864
N -0.2509 -1.7037 -0.8299
S 1.8398 0.7696 -0.8919
H -0.0839 0.0319 3.3274
S -0.8967 0.8321 -3.5548
C -1.2293 3.5067 1.5044
H -1.7405 3.9314 3.5423
H -2.7972 -2.3705 -0.6839
H 0.2411 -1.9229 -4.0071
H -2.5800 3.4543 -2.6653
C 1.1662 -2.0200 -3.4373
C 0.6745 3.6220 -2.3425
H 3.0671 -2.1001 -0.8513
H 0.6433 -5.0224 -2.6160
C -0.2274 3.4251 0.5342
H -0.1438 -4.9081 -1.0307
H 4.0224 -0.1490 0.7240
H 0.5870 4.4803 4.1971
H 1.8796 3.6603 0.2010
H 2.3950 4.3416 2.5077
C 1.0763 3.7377 0.9241
C -0.1687 -2.7497 1.3943
H -2.6468 -4.2151 3.1935

Relative energy (zero: lowest compared OMol25 entry of this formula, charge and spin): 4.8 kJ/mol
2S+1: 5
HOMO (alpha / beta): -1.327 / -2.144 eV
LUMO energy (alpha / beta): 4.266 / 4.235 eV
⟨S²⟩: 6.040
Net charge: -2



Formula: CH2N2O
Source: the OMol25 dataset
Level of theory: wB97M-V/def2-TZVPD

Positions of all 6 atoms, in Å:
N -0.2106 0.5162 -0.6088
N -0.3448 -0.2417 1.2161
H 0.6286 0.8751 -1.0613
H 0.4167 -1.5559 -0.3774
O -0.4629 1.0585 0.7877
C -0.0270 -0.6522 0.0437

Relative energy (zero: lowest compared OMol25 entry of this formula, charge and spin): 429.1 kJ/mol
2S+1: 1
HOMO: -10.117 eV
LUMO energy: 0.867 eV



Formula: C3H4FN3
Source: the OMol25 dataset
Level of theory: wB97M-V/def2-TZVPD

Positions of all 11 atoms, in Å:
H 1.5372 0.4217 2.2261
H -1.0765 -1.3789 -2.0190
C -1.0941 -0.6339 -0.2407
F 0.9267 -0.4417 -3.0877
N -0.4670 -0.7582 -1.4972
N 1.0538 1.2250 2.0084
H 0.8954 1.9791 2.6274
N -0.6178 0.0792 0.6958
C 0.6522 -0.1957 -1.7952
C -0.0125 1.0465 1.2057
H -1.7975 -1.3429 -0.1236

Relative energy (zero: lowest compared OMol25 entry of this formula, charge and spin): 432.6 kJ/mol
2S+1: 1
HOMO: -7.568 eV
LUMO energy: 0.550 eV